No. 1
8
Properties=species:S:1:pos:R:3:forces:R:3:lowdin_charge:R:1 method="wB97M-V/def2-TZVPD" relative_energy_kj_mol=340.8 molar_mass_g_mol=134.960 charge=0 homo_lumo_gap_ev=10.69
Br 2.44014 -0.31514 -0.03966 0.3 -0.4 0.1 0.73
O 0.49940 1.57597 -0.20628 -0.7 0.4 -2.8 -0.12
C -1.67703 -1.35162 -0.22131 4.4 2.2 1.8 0.02
C -0.65802 -0.87695 0.22799 2.4 2.8 -0.2 -0.04
C 0.78755 0.44940 0.44909 -3.6 -1.0 1.9 -0.81
H 0.65976 0.83566 1.52979 0.7 -1.7 -1.4 0.12
H 0.43513 1.48395 -1.21066 0.3 -0.2 1.9 0.15
H -2.48693 -1.80126 -0.52896 -3.8 -2.1 -1.4 -0.05

***

No. 2
8
Properties=species:S:1:pos:R:3:forces:R:3:lowdin_charge:R:1 method="wB97M-V/def2-TZVPD" relative_energy_kj_mol=343.6 molar_mass_g_mol=134.960 charge=0 smiles="CC1=C(Br)O1" homo_lumo_gap_ev=8.38
Br -3.13882 0.55995 -0.03277 0.2 0.4 0.2 0.68
O -0.77436 -1.08229 0.71425 0.4 0.1 0.1 -0.02
C -0.26239 -0.12310 0.01612 -1.8 -1.0 0.4 -0.45
C -1.53612 -0.22526 -0.53930 1.3 0.2 -0.4 -0.52
C 1.18203 0.16687 0.03828 -0.8 -2.7 -3.1 0.02
H 1.37669 1.14236 0.17732 0.7 3.5 1.7 0.04
H 1.54055 0.16620 -1.06038 -0.4 -0.9 1.5 0.14
H 1.61242 -0.60473 0.68648 0.4 0.6 -0.3 0.11

***

No. 3
9
Properties=species:S:1:pos:R:3:forces:R:3:lowdin_charge:R:1 method="wB97M-V/def2-TZVPD" relative_energy_kj_mol=207.0 molar_mass_g_mol=150.959 charge=0 smiles="O=C[C@@]1(Br)CO1" homo_lumo_gap_ev=9.72
Br 2.33663 -0.20707 0.25300 -1.7 0.6 -0.6 0.48
O -1.00090 1.94833 0.35771 0.6 -1.1 -0.6 0.10
O -0.11902 -1.07586 -1.07371 0.4 0.1 -2.1 0.01
C -0.42915 -1.20267 0.27221 -3.8 0.9 2.5 -0.17
C 0.19839 -0.01001 -0.31273 2.6 -2.2 2.4 -0.56
C -0.08307 1.45557 -0.25818 -0.8 1.2 0.3 -0.24
H -1.57115 -1.09047 0.45070 1.9 -0.2 -0.3 0.15
H 0.67823 2.09075 -0.70803 0.2 0.0 -0.4 0.11
H -0.00995 -1.90858 1.01903 0.6 0.5 -1.2 0.12

***

Copy entry 3 word for word.
9
Properties=species:S:1:pos:R:3:forces:R:3:lowdin_charge:R:1 method="wB97M-V/def2-TZVPD" relative_energy_kj_mol=207.0 molar_mass_g_mol=150.959 charge=0 smiles="O=C[C@@]1(Br)CO1" homo_lumo_gap_ev=9.72
Br 2.33663 -0.20707 0.25300 -1.7 0.6 -0.6 0.48
O -1.00090 1.94833 0.35771 0.6 -1.1 -0.6 0.10
O -0.11902 -1.07586 -1.07371 0.4 0.1 -2.1 0.01
C -0.42915 -1.20267 0.27221 -3.8 0.9 2.5 -0.17
C 0.19839 -0.01001 -0.31273 2.6 -2.2 2.4 -0.56
C -0.08307 1.45557 -0.25818 -0.8 1.2 0.3 -0.24
H -1.57115 -1.09047 0.45070 1.9 -0.2 -0.3 0.15
H 0.67823 2.09075 -0.70803 0.2 0.0 -0.4 0.11
H -0.00995 -1.90858 1.01903 0.6 0.5 -1.2 0.12

***

Please write out number 1 again, unchanged.
8
Properties=species:S:1:pos:R:3:forces:R:3:lowdin_charge:R:1 method="wB97M-V/def2-TZVPD" relative_energy_kj_mol=340.8 molar_mass_g_mol=134.960 charge=0 homo_lumo_gap_ev=10.69
Br 2.44014 -0.31514 -0.03966 0.3 -0.4 0.1 0.73
O 0.49940 1.57597 -0.20628 -0.7 0.4 -2.8 -0.12
C -1.67703 -1.35162 -0.22131 4.4 2.2 1.8 0.02
C -0.65802 -0.87695 0.22799 2.4 2.8 -0.2 -0.04
C 0.78755 0.44940 0.44909 -3.6 -1.0 1.9 -0.81
H 0.65976 0.83566 1.52979 0.7 -1.7 -1.4 0.12
H 0.43513 1.48395 -1.21066 0.3 -0.2 1.9 0.15
H -2.48693 -1.80126 -0.52896 -3.8 -2.1 -1.4 -0.05